{
  "formula": "C35H81Br9N2O2",
  "method": "ωB97M-V/def2-TZVPD",
  "species": ["C", "Br", "Br", "Br", "H", "C", "Br", "Br", "Br", "H", "C", "Br", "Br", "Br", "H", "C", "C", "C", "C", "C", "C", "H", "H", "H", "H", "H", "H", "H", "H", "H", "H", "H", "H", "H", "H", "C", "C", "C", "C", "C", "C", "H", "H", "H", "H", "H", "H", "H", "H", "H", "H", "H", "H", "H", "H", "C", "C", "C", "C", "C", "C", "H", "H", "H", "H", "H", "H", "H", "H", "H", "H", "H", "H", "H", "H", "C", "C", "C", "C", "C", "C", "H", "H", "H", "H", "H", "H", "H", "H", "H", "H", "H", "H", "H", "H", "C", "C", "C", "O", "C", "N", "H", "H", "H", "H", "H", "H", "H", "H", "H", "H", "H", "C", "C", "C", "O", "C", "N", "H", "H", "H", "H", "H", "H", "H", "H", "H", "H", "H"],
  "positions_angstrom": [[22.422, 38.402, -1.604], [24.003, 38.371, -0.323], [21.775, 36.579, -2.164], [22.746, 39.448, -3.308], [21.585, 38.846, -1.064], [17.519, 37.383, -1.210], [17.645, 35.483, -0.610], [15.718, 38.106, -0.661], [17.724, 37.387, -3.165], [18.331, 37.966, -0.774], [20.275, 41.217, 6.237], [21.369, 40.859, 4.636], [21.153, 40.713, 7.873], [18.587, 40.208, 6.122], [19.970, 42.263, 6.205], [19.561, 50.892, -2.738], [18.287, 50.466, -1.931], [18.551, 50.062, -0.454], [18.555, 48.586, -0.110], [17.191, 47.960, -0.167], [16.978, 46.587, 0.522], [20.311, 50.156, -3.028], [20.135, 51.617, -2.161], [19.010, 51.309, -3.581], [17.655, 51.353, -1.967], [17.729, 49.658, -2.404], [17.777, 50.575, 0.117], [19.461, 50.580, -0.152], [19.304, 48.011, -0.655], [18.843, 48.509, 0.938], [16.690, 48.592, 0.566], [16.849, 48.017, -1.201], [15.907, 46.392, 0.476], [17.436, 45.731, 0.026], [17.182, 46.565, 1.593], [11.868, 36.808, 2.344], [12.749, 38.048, 2.487], [12.521, 39.196, 1.427], [13.595, 40.269, 1.319], [13.328, 41.460, 0.238], [14.475, 42.459, 0.180], [12.200, 36.224, 1.485], [10.849, 37.128, 2.130], [11.964, 36.270, 3.287], [12.837, 38.470, 3.487], [13.774, 37.725, 2.306], [11.594, 39.629, 1.806], [12.306, 38.655, 0.505], [13.763, 40.743, 2.286], [14.594, 39.906, 1.076], [13.124, 41.070, -0.759], [12.437, 42.043, 0.473], [14.648, 42.826, 1.192], [15.352, 41.863, -0.073], [14.406, 43.312, -0.495], [22.930, 43.852, -1.371], [24.097, 44.667, -1.851], [25.400, 43.816, -1.889], [25.878, 43.217, -0.543], [26.471, 44.190, 0.474], [26.056, 43.882, 1.870], [22.051, 44.435, -1.648], [22.995, 43.501, -0.342], [22.794, 42.936, -1.946], [23.844, 44.966, -2.869], [24.180, 45.569, -1.246], [26.154, 44.444, -2.362], [25.281, 43.047, -2.652], [25.207, 42.472, -0.117], [26.695, 42.525, -0.748], [27.543, 44.358, 0.583], [25.985, 45.159, 0.357], [25.005, 43.596, 1.874], [26.572, 43.128, 2.464], [26.155, 44.754, 2.517], [14.834, 45.016, 3.340], [14.021, 46.271, 3.424], [14.885, 47.546, 3.381], [14.258, 48.790, 3.999], [15.358, 49.839, 4.253], [14.821, 51.155, 4.690], [15.597, 45.103, 4.114], [15.213, 44.758, 2.351], [14.086, 44.279, 3.632], [13.290, 46.245, 2.615], [13.432, 46.390, 4.333], [15.122, 47.761, 2.339], [15.795, 47.411, 3.965], [13.350, 49.054, 3.457], [13.925, 48.444, 4.977], [16.070, 49.443, 4.976], [16.023, 49.887, 3.391], [13.989, 51.078, 5.391], [15.644, 51.664, 5.191], [14.411, 51.799, 3.912], [19.735, 43.513, 2.113], [18.819, 42.998, 0.965], [19.506, 41.885, 0.238], [18.611, 41.418, -0.802], [19.260, 40.697, -1.896], [17.677, 42.487, 1.616], [19.947, 42.731, 2.843], [19.192, 44.328, 2.591], [20.698, 43.930, 1.817], [18.680, 43.799, 0.239], [19.829, 41.003, 0.790], [20.328, 42.338, -0.316], [19.451, 39.659, -1.623], [20.162, 41.162, -2.292], [18.490, 40.739, -2.666], [16.945, 43.183, 1.619], [17.243, 41.845, 0.968], [23.004, 49.983, -1.211], [22.971, 50.227, 0.266], [23.397, 48.896, 1.027], [22.665, 47.796, 0.543], [22.042, 46.834, 1.442], [23.774, 51.389, 0.534], [22.138, 49.409, -1.539], [23.831, 49.354, -1.539], [23.005, 50.866, -1.850], [21.953, 50.474, 0.567], [23.180, 49.063, 2.082], [24.477, 48.803, 0.912], [21.767, 45.988, 0.813], [21.099, 47.226, 1.823], [22.604, 46.450, 2.294], [23.357, 52.074, -0.080], [24.676, 51.294, 0.089]],
  "forces_ev_per_a": [[0.5357, -0.5956, -0.6637], [-1.4950, 0.0003, -1.4152], [0.6384, 1.2959, 0.6649], [-0.0965, -0.6976, 1.6607], [0.3883, 0.0749, -0.2114], [-1.1311, -0.9821, -0.3870], [0.0687, 1.2270, -0.1299], [1.5959, -0.3966, -0.4314], [-0.0952, 0.2468, 0.8674], [-0.4118, -0.1427, 0.0420], [-0.5816, -0.7246, -0.5987], [-0.3336, 0.1886, 0.7922], [0.0686, 0.3894, -0.3259], [0.4604, 0.3534, -0.1050], [0.4117, -0.2414, 0.2265], [-1.3804, -0.3349, 0.4170], [1.2370, -0.5384, 0.7107], [-0.3181, 1.0140, -0.7481], [0.9906, -0.3220, 0.6306], [0.1676, -0.3135, 1.3119], [-0.4384, -0.0609, -0.9907], [-0.5217, -0.4431, -0.1030], [-0.3200, 0.4430, -0.1600], [1.1988, 0.4189, -0.6002], [-0.1564, -0.0843, 0.1640], [0.0942, 0.0519, -0.3804], [-0.2145, -0.2659, 0.3721], [0.3065, -0.3035, 0.1370], [0.1425, 0.0819, -0.3171], [0.3764, 0.0060, 0.1977], [-1.0558, 0.5187, -0.7895], [-0.7123, -0.1502, 0.2932], [-0.1824, -0.1000, -0.0843], [0.3414, 0.0599, 0.0151], [0.5016, 0.2695, -0.0743], [0.1381, 1.1841, 0.0658], [1.8929, 0.8327, -1.1187], [-0.5779, -1.0916, 1.2943], [0.0060, 1.6526, -1.2639], [-0.5484, -0.4775, 0.7981], [0.6486, -1.0052, 0.6340], [0.0317, -0.1913, 0.1875], [-0.2535, -0.2869, 0.3333], [-0.3935, -0.4018, -0.2994], [-0.6461, -0.0094, 0.1597], [0.3191, -0.2530, 0.0312], [-0.2605, 0.4537, -0.5876], [0.0515, 0.3973, -0.3841], [-0.2866, 0.1375, 0.1977], [-0.0697, -0.5085, -0.1405], [0.1591, -0.3951, -0.0048], [-0.3418, -0.3200, 0.3804], [0.0297, 0.2302, 0.0530], [0.3663, 0.3159, -0.2489], [-0.3435, -0.2244, -0.0978], [-0.7348, -0.3653, -0.4953], [0.8012, -1.0616, 0.0527], [-0.2765, 0.7538, 0.0439], [1.7237, -0.5697, -0.9707], [-1.0508, 0.7538, 0.6909], [-0.9393, -0.3405, 1.9455], [-0.4682, -0.0415, 0.8855], [-0.2571, 0.5363, 0.1995], [0.3354, -0.1981, -0.2859], [0.2856, 0.2374, -0.0900], [0.2217, 0.0627, 0.0146], [0.4814, 0.1349, 0.4484], [-0.3092, -0.4159, 0.2399], [-0.7476, 0.6371, 0.2627], [0.3044, -0.0792, -0.5964], [0.1889, -0.2064, -1.2377], [0.3111, 0.3185, -0.6252], [-0.1807, 0.0388, 0.2130], [0.3204, -0.4807, -0.5860], [-0.1036, 0.2838, -0.0675], [-0.9210, -0.3080, 1.0693], [0.1506, 1.8255, -0.5392], [-0.5696, 0.0748, -0.5152], [0.6184, -1.0689, 0.5313], [-0.5919, -1.0332, -0.9002], [0.1215, 1.0766, 0.5141], [0.3301, -0.5719, -0.2549], [0.1649, 0.3072, 0.1301], [0.5491, -0.8015, -0.0121], [-0.1225, 0.3628, -0.1474], [0.0208, -0.7264, 0.2888], [0.4629, 0.0248, -0.0355], [0.3078, -0.4489, -0.2587], [0.2165, 0.6998, -0.1565], [-0.3350, 0.2414, 0.2958], [-0.3545, -0.1690, 0.5240], [-0.2561, 0.4715, -0.5114], [0.1418, -0.3311, 0.2955], [-0.2474, 0.5354, 0.0382], [0.3183, -0.1291, -0.3465], [-0.0245, 0.4252, -0.4613], [2.5546, 0.0624, 1.3116], [-0.0022, -0.2539, -2.2890], [0.8116, -0.4210, -0.5825], [-1.5258, 0.9095, 0.8822], [-2.2483, -0.4511, -0.2349], [-0.3019, -0.0389, -0.0841], [-0.0118, -0.0379, 0.2774], [0.0662, -0.0067, -0.4154], [-0.3263, 0.1132, -0.1107], [0.0841, 0.2447, 0.6365], [0.6237, -0.0971, 0.3297], [0.1499, -0.1187, 0.0432], [0.1359, 0.2202, 0.3319], [0.2174, -0.3568, -0.1647], [-0.0562, 0.5366, 0.6044], [-0.0282, -0.6710, -0.0647], [-0.8732, -1.3741, -1.5014], [-0.1261, -1.5212, -0.2528], [-0.7957, 1.7451, 0.4273], [-0.0723, -0.9796, 0.1741], [-0.2467, 0.7312, -0.8270], [0.4959, 0.6415, 0.7972], [-0.1910, -0.1085, 0.0400], [0.4177, 0.1135, 0.2170], [0.0422, 0.3236, 0.3249], [-0.1231, -0.1031, 0.1213], [0.1250, -0.0329, 0.2217], [0.1834, -0.4356, -0.1318], [0.2073, 0.0182, -0.0749], [-0.0391, 0.2948, 0.1252], [0.6281, 0.3639, -0.1455], [-0.1664, 0.6410, 0.2961], [0.5038, -0.3880, 0.1508]],
  "energy_ev": -675061.159,
  "gap_ev": 8.50,
  "e_lumo_ev": -0.9
}

{
  "formula": "C7H10",
  "method": "ωB97M-V/def2-TZVPD",
  "species": ["C", "C", "C", "C", "C", "C", "C", "H", "H", "H", "H", "H", "H", "H", "H", "H", "H"],
  "positions_angstrom": [[0.046, -1.421, 1.434], [-1.160, -0.961, 0.650], [1.153, -0.983, 0.809], [-0.600, -0.282, -0.395], [2.526, -0.643, 1.177], [-1.537, 1.691, -1.338], [-0.757, 0.368, -1.652], [-0.042, -1.794, 2.408], [-2.169, -0.960, 0.913], [3.388, -1.214, 0.679], [2.625, -0.664, 2.276], [2.593, 0.383, 0.959], [-1.105, 2.044, -0.448], [-2.560, 1.446, -1.220], [-1.380, 2.581, -1.983], [0.190, 0.754, -1.972], [-1.211, -0.344, -2.298]],
  "forces_ev_per_a": [[-0.3876, 1.3241, -1.3854], [3.5978, 1.2897, -1.7581], [-3.4931, 0.1893, -1.3432], [2.3262, -3.3706, 3.8802], [0.8968, -1.4658, 0.2589], [0.5257, 0.0375, -1.5350], [-0.4188, 2.5566, 0.5602], [0.1656, -0.8336, 1.5623], [-1.6776, -0.4132, 0.3649], [-1.3931, 0.7682, 0.6008], [0.1295, -0.4349, -0.2365], [0.6302, 1.4955, -0.5688], [0.1718, 0.3233, 1.6166], [-1.1136, 0.2513, 0.2646], [-0.3027, -0.9950, -0.4572], [0.7144, -0.5780, -0.6566], [-0.3712, -0.1444, -1.1678]],
  "de_lowest_kcal_mol": 137.5,
  "energy_ev": -7415.071,
  "gap_ev": [8.55, 8.56],
  "e_lumo_ev": [0.9, 0.9]
}